C39H54CaN9O3PS2 as an isolated structure in a non-equilibrium geometry. Source: the Open Molecules 2025 dataset; level of theory: the ωB97M-V functional and the def2-TZVPD basis.

For the largest force on an atom, the calculation gives 2.74 eV/Å. The HOMO energy is -0.2504 Ha. The total energy is -4052.49004 Ha. For the relative energy (zero: lowest compared OMol25 entry of this formula, charge and spin), the calculation gives 30.9 kcal/mol. The orbital gap is 6.96 eV.

```
! RIJCOSX wB97M-V def2-TZVPD def2/J DEFGRID3
* xyz 0 1
H -2.29743 0.56673 3.07120
H -6.37735 2.73026 -3.03257
H -4.00064 2.84791 -0.32594
H 3.24769 0.52204 -2.71162
N 1.80127 -4.61900 -1.83722
O -0.76995 -1.34594 -1.09976
C 2.14758 -7.68993 -0.58829
C 0.80189 3.18747 2.39350
H 3.05997 -6.07741 0.51310
N -5.49599 1.84011 -1.37598
C -3.15005 -4.66735 -0.42211
H -2.48324 1.63159 -3.93780
S 1.40610 -3.59241 0.54547
H -1.61995 2.94233 0.13678
H -5.01405 3.63166 -2.33444
C -1.43867 -2.07728 1.63856
H 1.56956 -6.50508 -2.70535
H -5.96007 -0.12261 -0.83174
C -3.10759 2.05415 -3.14368
S 1.14019 2.53738 -1.09519
H -0.64119 -5.80746 -5.60765
P -2.79145 1.08802 -1.55605
C 1.61019 4.21642 2.96535
C -0.42928 3.61326 1.79855
C 3.64534 -9.44699 -1.27649
C 0.38276 -5.11884 -3.82977
H -1.88310 -2.40281 2.58908
C -1.93772 -3.21849 -1.91683
H -2.79306 3.09190 -2.99547
H 1.51654 -9.45825 -1.60097
H 0.80636 -1.06619 -2.36725
H 4.33049 1.08062 0.35355
C -1.30103 0.89368 2.75132
N 1.33050 -0.19884 -2.36554
H 2.51168 3.90485 3.48055
C 3.23292 1.16999 0.33491
O 1.16674 1.96641 2.36121
H 2.97506 -1.91118 -0.90419
H -0.45519 -5.67230 0.01988
H 1.11009 -6.03375 -5.66074
N -1.48134 1.39818 1.39483
C -4.24692 1.82465 -0.62253
H 3.16255 3.25646 -0.10724
H 3.46625 2.27930 -1.54147
H 3.05624 -1.15708 -3.18341
H 0.11055 -7.09940 -4.66728
N -4.49504 2.04925 -3.59431
H -0.59316 -0.89907 3.74418
C 3.24776 -0.86690 -1.04894
H 1.91659 6.28869 3.31467
C 4.71532 -8.74358 -0.73969
H -0.49475 -5.18385 -3.18460
C 4.50044 -7.52528 -0.11336
Ca 0.01468 0.18899 0.00457
C 1.27035 5.54170 2.86789
C 2.75918 -0.41154 -2.43123
C 0.23227 -6.07124 -5.01238
H 2.51988 -5.35345 -3.62381
C -1.47852 -2.39990 -0.85227
H -0.12852 6.99435 2.08582
H -4.27486 0.23691 -4.60803
C 0.74927 0.76837 -3.26741
H 4.34219 -0.78753 -0.99875
C -5.92160 0.49109 -1.73405
H -5.94828 0.76455 -4.33796
H -3.09788 -4.88610 -2.56213
N -0.59435 -1.12413 1.62976
H 2.88686 1.45904 1.32230
C 2.36730 -8.92391 -1.19850
N 2.59807 -0.10667 0.01138
H -4.38673 1.24265 0.29165
H 0.65104 0.00649 2.83817
H -0.93932 1.65609 3.44434
C 3.21971 -7.00102 -0.02556
C -2.75431 -4.30550 -1.71365
C -3.73153 -0.42870 -2.13782
H -3.12405 -0.94422 -2.88370
H 1.00597 0.60227 -4.32589
H 5.71560 -9.15340 -0.79711
H -2.98908 -4.18529 1.64925
O -0.18585 -8.02879 -0.38696
C -2.69657 -3.91681 0.63904
H 2.58635 -0.67809 0.85189
C 1.62360 -5.46384 -3.01076
H -6.92541 0.55216 -2.16207
C 0.10797 5.94403 2.19126
C 0.72708 -7.23504 -0.46546
H -3.79536 -5.52008 -0.26045
C -1.22343 2.62444 1.10986
C 1.17338 2.19220 -2.89120
N 0.44509 -5.87614 -0.39731
H 5.33187 -6.98703 0.32295
H 0.49531 2.91470 -3.34516
C 1.23359 -4.74525 -0.62927
C 2.89706 2.32867 -0.61389
C -4.95514 0.69630 -3.88692
N -5.04563 -0.15183 -2.70642
H -3.84846 -1.10571 -1.28824
C -0.37904 -0.34096 2.82489
H -1.63736 -2.93625 -2.92016
C -1.86008 -2.80491 0.46420
H 2.26978 -3.73852 -1.97282
H 0.45314 -4.08719 -4.18572
H 3.80893 -10.41094 -1.74020
H -1.62825 5.26731 1.15047
C -5.38118 2.63612 -2.59326
H 2.17890 2.42074 -3.24358
C -0.71421 4.97910 1.66169
H -0.33401 0.68138 -3.15790
*
```

Atomic partial charges in e from the Löwdin method, atoms 1 to 8: atom 1 (H): 0.120, atom 2 (H): 0.125, atom 3 (H): 0.080, atom 4 (H): 0.099, atom 5 (N): 0.038, atom 6 (O): -0.340, atom 7 (C): -0.158, atom 8 (C): -0.414

---

C45H46AsF6N7O3SiTl as an isolated structure. Source: the Open Molecules 2025 dataset; level of theory: the ωB97M-V functional and the def2-TZVPD basis.

For the largest force on an atom, the calculation gives 0.32 eV/Å. The HOMO energy (alpha / beta) is -0.0673 / -0.1184 Ha. The total energy is -5648.57087 Ha. For the relative energy (zero: lowest compared OMol25 entry of this formula, charge and spin), the calculation gives 5.0 kcal/mol. The orbital gap (alpha / beta) is 5.15 / 6.49 eV.

```
! RIJCOSX wB97M-V def2-TZVPD def2/J DEFGRID3
* xyz -2 2
C -0.77201 1.47379 4.76777
N 1.14907 -1.88450 -1.96941
C -4.62232 0.47055 -0.24552
H -1.18162 4.24895 6.72106
F -1.45071 0.08774 -6.41869
H 3.10975 -2.12965 4.61239
H 6.90610 0.95751 -1.17491
C 4.62289 0.19071 4.16914
N 0.69071 -6.03238 -1.35563
C 5.11021 -1.09556 0.86942
H 5.78314 -3.03285 1.50160
H 2.62128 -5.95623 1.53200
C -0.60490 1.08692 3.42928
H -1.83246 2.65872 7.11178
H -1.40334 3.59193 -1.37507
C -0.68198 3.46876 2.81169
C 3.24102 -2.76899 2.56516
C -3.47754 5.85404 0.08787
F -2.34857 2.80908 -4.42646
H -6.97973 1.15221 1.06859
C -0.89557 2.79998 5.15945
F -3.58003 1.14396 -5.75307
H -3.30499 4.36368 1.63443
C -0.51064 -0.33297 3.16507
F -0.21300 1.76285 -5.07831
H -2.37910 7.20942 2.29040
C -2.28593 6.12060 2.36700
N -1.50121 -1.32638 -0.42225
H -4.35079 5.71106 2.03634
H -7.13999 2.74310 0.32242
H -1.03978 -3.21317 -1.17962
H 2.52421 -4.34210 5.50108
C -6.77456 1.72783 0.16232
H -1.31254 -2.75245 2.54024
C 7.55140 -0.98500 -0.52340
H 2.27150 -6.27371 3.96860
H -0.21593 4.11571 0.83246
As -1.88954 1.43721 -5.41474
N -2.48187 5.20927 -0.75663
H -0.57548 -0.94832 4.07834
H 3.65938 2.81475 6.08166
C 0.87860 -5.12884 -2.06413
C 6.01809 -2.15172 0.91646
H -0.01299 -4.10668 0.85617
H 3.21670 -3.75482 0.65176
C 1.57353 1.51380 -1.39217
C 2.75175 -5.12644 2.21641
C -0.58046 4.42544 1.80242
H -0.58574 6.35781 1.23179
H 1.87203 1.23553 2.52299
F -1.98627 0.39899 -4.02899
H 1.22494 2.46332 -0.99820
C 2.65964 2.14092 4.30577
N -0.91094 5.78178 1.99286
C -0.54320 2.06633 2.40036
C 3.02826 -2.96895 3.92940
C 5.46376 0.02224 0.10623
C -1.25462 -2.76221 -0.21133
H -3.34433 6.93268 -0.03304
H 8.48855 -0.94632 -1.06655
C 3.65432 2.09535 5.27029
N -0.38196 -0.93137 2.04748
C -3.21641 2.83427 -0.75626
N 1.10525 -4.15911 -2.93253
H -5.18368 -0.42763 0.00093
C -0.85894 3.77937 4.17411
Tl 0.47108 -0.00346 -0.34550
C 2.69174 -4.21891 4.43679
H 0.82906 -2.66009 0.36583
O 2.21269 -0.64556 0.91308
F -1.80577 2.48865 -6.81044
C -3.31141 0.35101 -0.57748
H -0.79382 0.68988 5.52064
O -0.38485 1.80126 1.17609
H 2.61637 1.32565 -1.15542
C -5.30965 1.72663 -0.16280
H -7.36569 1.28417 -0.64292
O -1.40379 1.44778 -1.38157
H 5.39961 -0.56794 4.12653
C 4.64257 1.12012 5.19914
H -3.47940 -1.76569 -0.37214
H 4.77563 0.85859 0.04085
H 7.90807 -2.94345 0.27714
C -0.11992 -3.02254 0.76504
H -4.46625 5.63248 -0.30953
H 1.36040 1.41273 -2.45223
C -3.39860 5.45030 1.56093
C 2.54976 -5.30099 3.58004
C -2.72275 -0.98077 -0.48684
C -1.00888 3.17661 6.61262
C 6.66434 0.08235 -0.58321
H -0.89795 4.82288 4.46853
C -2.54549 1.53989 -0.96251
H 1.87175 2.88426 4.35683
H 0.43591 -2.71463 2.81721
H -2.17452 -3.22137 0.17191
C 1.11789 -2.95916 -2.41440
C 7.22581 -2.10232 0.22853
C -4.59778 2.85887 -0.38007
C 2.65411 1.20963 3.27307
H -2.43989 5.87068 3.41821
H -1.61440 5.70878 -0.85506
C -2.36476 3.89119 -0.96776
C -0.35581 -2.40041 2.13026
H 5.42327 1.08331 5.95101
H -0.09546 2.93533 7.16358
C 3.09423 -3.87616 1.72372
Si 3.45617 -1.05093 1.79070
C 3.62764 0.21331 3.18862
H -5.11974 3.80398 -0.31015
*
```

Atomic partial charges in e from the Löwdin method, atoms 1 to 8: atom 1 (C): -0.031, atom 2 (N): 0.118, atom 3 (C): 0.030, atom 4 (H): 0.063, atom 5 (F): -0.272, atom 6 (H): 0.092, atom 7 (H): 0.094, atom 8 (C): -0.111

---

- Which value of largest force on an atom does entry 1 give?
  2.74 eV/Å

---

- What is the relative energy (zero: lowest compared OMol25 entry of this formula, charge and spin) in the second record?
  5.0 kcal/mol

---

- Which value of largest force on an atom does entry 2 give?
  0.32 eV/Å

---

- Which of these has the lowest largest force on an atom?
  C45H46AsF6N7O3SiTl